{"formula": "C49H130O16", "method": "ωB97M-V/def2-TZVPD", "energy_ha": -3148.56613, "gap_ev": 9.8, "de_lowest_kcal_mol": 0.00, "lumo_energy_ev": 0.35, "elements": ["O", "O", "O", "O", "O", "O", "O", "O", "O", "O", "O", "O", "O", "O", "O", "O", "C", "C", "C", "C", "C", "C", "C", "C", "C", "C", "C", "C", "C", "C", "C", "C", "C", "C", "C", "C", "C", "C", "C", "C", "C", "C", "C", "C", "C", "C", "C", "C", "C", "C", "C", "C", "C", "C", "C", "C", "C", "C", "C", "C", "C", "C", "C", "C", "C", "H", "H", "H", "H", "H", "H", "H", "H", "H", "H", "H", "H", "H", "H", "H", "H", "H", "H", "H", "H", "H", "H", "H", "H", "H", "H", "H", "H", "H", "H", "H", "H", "H", "H", "H", "H", "H", "H", "H", "H", "H", "H", "H", "H", "H", "H", "H", "H", "H", "H", "H", "H", "H", "H", "H", "H", "H", "H", "H", "H", "H", "H", "H", "H", "H", "H", "H", "H", "H", "H", "H", "H", "H", "H", "H", "H", "H", "H", "H", "H", "H", "H", "H", "H", "H", "H", "H", "H", "H", "H", "H", "H", "H", "H", "H", "H", "H", "H", "H", "H", "H", "H", "H", "H", "H", "H", "H", "H", "H", "H", "H", "H", "H", "H", "H", "H", "H", "H", "H", "H", "H", "H", "H", "H", "H", "H", "H", "H", "H", "H"], "xyz": [[13.45744, -3.17525, 15.47536], [25.03883, -7.69010, 19.94652], [11.88660, -7.87076, 15.18122], [17.50586, -9.04587, 21.93932], [18.46749, -13.51026, 13.00648], [12.28460, -6.75652, 18.73374], [22.20352, -12.79691, 18.37605], [21.02791, -5.61811, 15.05280], [18.62084, -11.59309, 21.41839], [24.04968, -9.43237, 10.92582], [17.23222, -3.66483, 14.99541], [17.92218, -8.39570, 16.89237], [19.03929, -6.65769, 21.89507], [11.21331, -11.62993, 17.97342], [17.43970, -13.73654, 15.54414], [18.83154, -8.82180, 11.11567], [21.44134, -6.04929, 13.73808], [22.11500, -5.50063, 16.00780], [25.44870, -9.43811, 9.10096], [17.33310, -4.44780, 13.79411], [24.62686, -9.98926, 19.60455], [12.73862, -7.08845, 20.03578], [23.56776, -9.04221, 12.18084], [14.44680, -4.95942, 16.65299], [21.00398, -11.16662, 21.55062], [19.98465, -7.19335, 22.81541], [16.12549, -11.94063, 14.86409], [19.81104, -11.54062, 20.66967], [22.85875, -8.19688, 19.10887], [19.62364, -12.88241, 12.57053], [17.07264, -12.44131, 15.94476], [16.18254, -4.18233, 12.84758], [19.51825, -9.41991, 15.44601], [19.17760, -8.20319, 16.27902], [24.34188, -8.53911, 19.06352], [15.49325, -8.26913, 17.15583], [15.28256, -9.93577, 21.88425], [19.29413, -7.52503, 24.13442], [22.85454, -13.05824, 17.16254], [12.52567, -12.13170, 18.24828], [17.99083, -3.23404, 17.17944], [20.31927, -5.80607, 12.73170], [19.58020, -6.39499, 20.61859], [16.36595, -9.19763, 21.15262], [18.26984, -3.96411, 15.89352], [13.33559, -11.09473, 19.02704], [21.55188, -5.10631, 17.38434], [12.69158, -8.91976, 14.68188], [16.71066, -8.04794, 16.20058], [13.88193, -3.54883, 16.78600], [13.68581, -8.29130, 13.73090], [24.99189, -8.61880, 10.27201], [24.31424, -13.37203, 17.41523], [22.64287, -11.89339, 16.24362], [17.54901, -8.25888, 11.17325], [12.65277, -3.41560, 17.67133], [22.44736, -9.97390, 12.57924], [11.84758, -9.98704, 13.93639], [16.42689, -12.58631, 17.29691], [11.55245, -7.10183, 20.98023], [18.45498, -6.31870, 19.54404], [20.69469, -13.05322, 13.63717], [19.60913, -10.60947, 19.47697], [13.80837, -6.07306, 20.37615], [17.12139, -8.29296, 12.68142], [19.37800, -6.13925, 13.16887], [15.61994, -7.74573, 18.10350], [13.51436, -10.20864, 18.41796], [14.38734, -9.87150, 21.26573], [15.36010, -4.72379, 13.31504], [21.89241, -11.33155, 20.94103], [14.98655, -5.29528, 17.53841], [17.10175, -3.64513, 17.65761], [12.91585, -12.19453, 17.23245], [17.94991, -11.79556, 15.98364], [24.55298, -7.62771, 10.15708], [10.94048, -7.94598, 20.66243], [16.99456, -13.07007, 18.09179], [11.89888, -4.15979, 17.41458], [25.87879, -8.58197, 10.90459], [23.11212, -12.07295, 15.27633], [11.18928, -10.53119, 14.61362], [10.92969, -6.21662, 20.85114], [18.35374, -5.03419, 16.08320], [21.63867, -12.63338, 13.28969], [22.30922, -13.90005, 16.73584], [16.69032, -11.80727, 13.94144], [12.45737, -10.74336, 13.44219], [13.05848, -3.99260, 15.16815], [16.43568, -4.64159, 11.89202], [18.93418, -6.07353, 18.59623], [25.93436, -8.02628, 19.86519], [11.50600, -8.24527, 15.97902], [11.81071, -7.20224, 22.03442], [18.35679, -10.67636, 21.52555], [21.26559, -12.91883, 18.21166], [24.80327, -8.46108, 18.07908], [16.12940, -11.59164, 17.62892], [21.18966, -11.83627, 22.39037], [25.69510, -10.19163, 19.52705], [22.82463, -4.75519, 15.64886], [12.47709, -13.13786, 18.66468], [20.11346, -5.44583, 20.56531], [19.24328, -3.67505, 15.49734], [18.68091, -6.67380, 24.43016], [16.08259, -8.23183, 20.73426], [20.45455, -9.27057, 14.90828], [15.73737, -10.96851, 15.16813], [20.82253, -4.31381, 17.21670], [20.40544, -6.33080, 11.78020], [13.11403, -8.10301, 19.90225], [20.93083, -5.84461, 17.89159], [24.05738, -10.77414, 19.10679], [19.27133, -8.45398, 10.34568], [17.78314, -13.70758, 14.64815], [16.20367, -7.71114, 12.76733], [14.28294, -8.99598, 13.15215], [17.77908, -8.12557, 21.93856], [12.14734, -2.44989, 17.66403], [14.27741, -11.55693, 19.32278], [24.89583, -13.57888, 16.51686], [17.77888, -2.17984, 17.00100], [23.18244, -11.04359, 16.66171], [16.82858, -8.88661, 10.64881], [19.22213, -7.31644, 15.64672], [16.74544, -7.04397, 15.77755], [20.54880, -8.01044, 22.36575], [24.47531, -10.01634, 20.68362], [17.52183, -7.24471, 10.77474], [14.99496, -9.49776, 22.84004], [13.22450, -9.50415, 15.43194], [18.80196, -9.74269, 14.69047], [24.67495, -9.71903, 8.38646], [22.02888, -9.65707, 13.53454], [19.91628, -8.03070, 17.06177], [15.98531, -3.11753, 12.72350], [22.23693, -5.35512, 13.46740], [14.24528, -6.36941, 21.32976], [20.18493, -4.75279, 12.48541], [18.06977, -13.99415, 12.27898], [20.00811, -12.48511, 20.16252], [17.80476, -5.51481, 19.88913], [17.91546, -7.26305, 19.47183], [20.22490, -7.23670, 20.36561], [12.92904, -3.62345, 18.70505], [18.72954, -10.86462, 18.88594], [18.84956, -3.32149, 17.84505], [17.24819, -5.50557, 14.04310], [11.71429, -7.48211, 18.46939], [24.80598, -12.53861, 17.91692], [19.41604, -11.82190, 12.42804], [16.59561, -9.78766, 20.26537], [13.65335, -5.68934, 16.49250], [10.64921, -12.36434, 17.72038], [20.72780, -6.40925, 22.96034], [14.30030, -7.60696, 14.31586], [22.24660, -8.91530, 18.56368], [13.36120, -5.08532, 20.48801], [22.63730, -7.23629, 18.64377], [15.27780, -12.61325, 14.73333], [15.48129, -10.99569, 22.04290], [15.33394, -9.33428, 17.32373], [20.84684, -14.11922, 13.80630], [16.56850, -8.67604, 15.32116], [19.94064, -13.29004, 11.61060], [15.47508, -13.11547, 17.25050], [21.67205, -10.06284, 11.81826], [20.49808, -10.51917, 18.85270], [17.01746, -9.32298, 13.02253], [21.86585, -7.05307, 13.75588], [17.77089, -7.75685, 13.37340], [18.25105, -4.15313, 13.28553], [21.60378, -11.63119, 16.04450], [20.38382, -12.57244, 14.56470], [26.28834, -8.90323, 8.65710], [19.64340, -10.26864, 16.11839], [24.36622, -9.12538, 12.91817], [22.64812, -8.10141, 20.17405], [22.68627, -6.42476, 16.09574], [13.24416, -7.61538, 12.99865], [11.17956, -9.48117, 13.23930], [22.37863, -4.79675, 18.02367], [24.41988, -14.24211, 18.06322], [14.71233, -2.96178, 17.17831], [14.54912, -7.90139, 16.75397], [23.17973, -8.02368, 12.19154], [15.10428, -4.96688, 15.78365], [22.85545, -10.98311, 12.63449], [18.65567, -8.40771, 24.17078], [12.89956, -10.63550, 19.91421], [20.87610, -10.14988, 21.92207], [20.06217, -7.66720, 24.89468], [19.40745, -9.57015, 19.73629], [25.79137, -10.42167, 9.42234], [14.59140, -6.05003, 19.61824]]}



{"formula": "C11H18N2S", "method": "ωB97M-V/def2-TZVPD", "energy_ha": -937.51755, "gap_ev": 8.6, "de_lowest_kcal_mol": 62.00, "lumo_energy_ev": 0.69, "smiles": "C=C1CC[C@H](C(C)(C)C2=NNCS2)C1", "elements": ["S", "N", "N", "C", "C", "C", "C", "C", "C", "C", "C", "C", "C", "C", "H", "H", "H", "H", "H", "H", "H", "H", "H", "H", "H", "H", "H", "H", "H", "H", "H", "H"], "xyz": [[2.05292, -0.12857, -1.30452], [2.59144, -1.25589, 1.02775], [1.61282, -0.34874, 1.20852], [0.23993, 1.44510, 0.22675], [-1.63421, -0.27287, 0.77075], [-1.29920, 0.30020, -1.64694], [0.14518, 1.96031, 1.74854], [1.21836, 0.30148, 0.22722], [-2.22451, -2.77987, 0.35587], [-1.68204, -1.60339, -0.00941], [-1.21528, 0.89038, -0.17067], [2.92293, -1.45518, -0.36855], [-1.16390, -1.20953, -1.44364], [0.82977, 2.52362, -0.67074], [0.67632, 2.97203, 1.83474], [-2.38115, -3.53101, -0.33740], [0.86176, 1.39513, 2.32763], [1.04277, 2.16385, -1.74460], [2.51905, -2.50636, -0.66906], [-2.68905, -2.84358, 1.45862], [-2.74095, 0.03137, 1.20656], [-0.92821, 2.04228, 2.14479], [0.23116, 3.36239, -0.67905], [1.91292, 2.70123, -0.37724], [-0.12230, -1.43176, -1.33961], [3.93894, -1.42323, -0.49691], [-1.83782, 1.76026, 0.06307], [2.39431, -2.06776, 1.66784], [-0.90717, -0.37443, 1.53768], [-2.32137, 0.57654, -1.89100], [-0.60507, 0.67908, -2.40438], [-1.43836, -1.87308, -2.25261]]}